[1]
{
  "formula": "C38H47N2O4PdTe",
  "method": "ωB97M-V/def2-TZVPD",
  "s_squared": 0.764,
  "orbital_gap_ev": [4.1, 4.6],
  "multiplicity": 2,
  "de_lowest_kcal_mol": 9.7,
  "homo_ha": [0.00812, -0.01018],
  "fmax_ev_per_a": 2.03,
  "lumo_ev": [4.3, 4.3],
  "mol_weight_g_mol": 829.82,
  "total_charge": -2,
  "symbols": ["Pd", "O", "C", "C", "C", "C", "C", "C", "C", "C", "N", "H", "H", "H", "H", "H", "H", "H", "H", "H", "H", "H", "C", "O", "C", "C", "H", "H", "H", "H", "H", "H", "C", "C", "O", "H", "H", "H", "C", "C", "C", "C", "C", "C", "Te", "N", "C", "O", "C", "C", "C", "C", "C", "C", "C", "C", "C", "C", "C", "C", "C", "C", "C", "C", "C", "C", "H", "H", "H", "H", "H", "H", "H", "H", "H", "H", "H", "H", "H", "H", "H", "H", "H", "H", "H", "H", "H", "H", "H", "H", "H", "H", "H"],
  "positions_angstrom": [[-0.601547, -2.992039, -0.333699], [-2.294883, -3.126048, 1.629867], [-1.823178, -2.164603, 2.536860], [-1.187498, -2.872929, 3.734549], [-0.234582, -4.003726, 3.324280], [1.092647, -3.520350, 2.811307], [2.146589, -3.314720, 3.668486], [3.411882, -2.945304, 3.177800], [3.533547, -2.846255, 1.779514], [2.428458, -3.029029, 0.997017], [1.190882, -3.338797, 1.461742], [-2.714505, -2.643842, 0.840779], [-2.663559, -1.545360, 2.905122], [-1.101205, -1.487395, 2.063241], [-1.989654, -3.307108, 4.338827], [-0.659691, -2.134677, 4.344166], [-0.704618, -4.587774, 2.530703], [-0.077001, -4.658709, 4.189076], [2.008430, -3.453763, 4.736483], [4.251564, -2.786187, 3.840643], [4.495677, -2.616640, 1.336961], [2.493542, -2.942752, -0.082096], [1.973467, -4.839285, -2.701132], [0.608968, -4.511265, -2.545953], [0.213838, -3.221026, -2.237020], [1.172567, -2.125564, -2.642855], [2.597207, -4.394942, -1.922395], [2.350685, -4.532301, -3.685150], [2.043529, -5.924154, -2.622211], [1.819740, -2.414896, -3.479545], [1.822100, -1.821617, -1.810422], [0.603856, -1.240644, -2.938932], [-2.478920, -4.914907, -1.417064], [-1.294721, -4.816138, -0.481376], [-0.893324, -5.727274, 0.198333], [-3.060618, -5.825561, -1.244603], [-2.088717, -4.907717, -2.434494], [-3.102852, -4.029428, -1.280490], [4.342638, 5.277557, -3.629420], [3.302905, 4.432613, -2.945440], [3.649581, 3.534158, -1.950849], [2.690137, 2.751838, -1.325880], [3.151973, 1.809148, -0.254621], [1.332719, 2.816361, -1.683458], [-0.010230, 0.943769, -1.087044], [-1.295647, -0.828238, -0.657391], [-2.583462, -0.896770, -0.751816], [-3.257063, -1.943889, -0.449807], [-3.429999, 0.249113, -1.200678], [-3.207575, 0.981670, -2.372983], [-4.118832, 1.929630, -2.787737], [-5.273276, 2.182606, -2.048004], [-5.495509, 1.462767, -0.873331], [-4.595093, 0.506735, -0.467170], [-0.150907, 1.689193, 0.912291], [0.433613, 1.003891, 1.976103], [1.199173, -0.259483, 1.765325], [0.325868, 1.507884, 3.265463], [-0.353480, 2.685130, 3.540047], [-0.468019, 3.241555, 4.932664], [-0.940011, 3.353407, 2.471368], [-0.853532, 2.867434, 1.177763], [-1.504409, 3.619975, 0.063283], [0.999935, 3.724955, -2.693690], [-0.408308, 3.899906, -3.202439], [1.965243, 4.531341, -3.288476], [5.341265, 4.978850, -3.310640], [4.201455, 6.333522, -3.385058], [4.272232, 5.168094, -4.713335], [4.695394, 3.422935, -1.674458], [4.242338, 1.774561, -0.199087], [2.772582, 0.808191, -0.468394], [2.760970, 2.122741, 0.714710], [-2.332606, 0.764804, -2.972134], [-3.944496, 2.488130, -3.700338], [-6.000680, 2.908657, -2.394227], [-6.388836, 1.655033, -0.289038], [-4.775693, -0.080329, 0.422763], [0.722551, -0.887376, 1.004849], [1.278151, -0.824515, 2.692274], [2.212295, -0.037613, 1.430538], [0.783746, 0.954837, 4.075327], [-0.002954, 2.578877, 5.660030], [-1.516382, 3.377287, 5.204676], [0.020850, 4.216318, 4.990120], [-1.484209, 4.271825, 2.660758], [-2.066366, 4.475793, 0.437207], [-2.181205, 2.962278, -0.486456], [-0.734943, 3.967664, -0.622261], [-1.100518, 3.221477, -2.712736], [-0.439408, 3.708185, -4.275574], [-0.739567, 4.929361, -3.046583], [1.667498, 5.230882, -4.063325]],
  "forces_ev_per_a": [[-0.8, 0.1, -1.7], [0.1, 0.1, -0.1], [-0.1, 0.2, 0.3], [-0.2, 0.0, -0.3], [-0.1, 0.1, 0.0], [-0.7, -0.2, -1.6], [1.7, 0.4, 0.4], [-1.2, -0.4, -0.8], [0.9, 0.2, 1.5], [-1.7, -0.4, -0.3], [1.5, -0.1, 1.3], [-0.1, 0.0, -0.1], [0.2, 0.0, 0.0], [-0.1, -0.1, 0.0], [0.0, 0.0, 0.1], [0.0, 0.1, 0.1], [0.0, 0.0, 0.0], [0.1, 0.1, -0.1], [-0.1, 0.0, -0.1], [0.0, 0.0, 0.0], [-0.1, 0.0, -0.1], [-0.1, 0.1, 0.0], [-0.3, 0.1, -0.2], [0.3, -0.7, -0.5], [-0.2, 0.3, 1.2], [-0.2, -0.3, -0.1], [0.0, 0.1, 0.1], [0.1, 0.0, 0.1], [0.0, -0.1, 0.0], [0.0, 0.0, -0.1], [0.1, 0.2, 0.0], [0.1, 0.0, 0.1], [-0.2, -0.1, 0.1], [1.0, 0.6, -0.2], [-0.2, -0.9, 0.3], [0.0, -0.1, 0.1], [0.0, 0.1, 0.0], [0.1, 0.0, -0.1], [-0.1, 0.0, 0.1], [0.0, 0.2, -0.1], [0.1, 0.0, -0.1], [0.1, 0.1, 0.0], [0.1, -0.1, 0.0], [0.2, -0.1, 0.4], [-0.4, 0.2, -0.7], [0.6, 0.3, 0.7], [1.1, -0.2, 0.2], [-0.9, -0.2, 0.3], [-0.7, 0.3, -0.3], [0.2, -0.6, 0.3], [-0.6, 0.5, 0.0], [0.2, -0.2, 0.1], [-0.3, 0.6, -0.3], [0.5, -0.1, 0.0], [-0.1, -0.1, -0.1], [0.0, -0.1, -0.2], [0.0, -0.2, -0.2], [-0.1, 0.3, 0.3], [0.0, -0.1, -0.2], [0.0, 0.0, -0.1], [0.1, -0.1, 0.3], [-0.1, 0.1, -0.2], [-0.2, 0.1, 0.1], [0.0, 0.0, 0.1], [-0.1, -0.1, 0.0], [0.3, 0.0, -0.1], [0.1, 0.1, 0.0], [0.1, 0.1, -0.1], [0.1, 0.1, 0.0], [0.1, 0.0, 0.0], [0.1, 0.0, 0.0], [0.1, 0.0, 0.1], [0.0, -0.1, 0.1], [0.0, 0.0, 0.1], [0.0, 0.0, -0.1], [0.0, 0.0, 0.0], [0.0, 0.0, 0.0], [0.0, -0.1, 0.0], [0.1, 0.1, 0.2], [0.0, 0.0, 0.1], [0.1, 0.0, -0.1], [0.1, -0.1, 0.1], [0.0, 0.0, 0.1], [0.0, 0.0, 0.1], [0.0, 0.0, 0.1], [-0.1, 0.1, 0.0], [0.0, 0.1, 0.1], [0.0, 0.1, -0.1], [-0.1, 0.1, -0.1], [-0.1, 0.0, 0.0], [-0.1, 0.0, -0.1], [-0.1, 0.0, 0.0], [0.0, 0.1, -0.1]]
}

[2]
{
  "formula": "C38H47NO3",
  "method": "ωB97M-V/def2-TZVPD",
  "orbital_gap_ev": 4.6,
  "de_lowest_kcal_mol": 7.4,
  "homo_ha": -0.22219,
  "fmax_ev_per_a": 2.34,
  "lumo_ev": -1.4,
  "mol_weight_g_mol": 565.80,
  "total_charge": 0,
  "symbols": ["C", "C", "O", "C", "C", "C", "O", "C", "C", "C", "C", "C", "C", "C", "C", "C", "C", "O", "H", "H", "H", "H", "H", "H", "H", "H", "H", "H", "H", "H", "H", "H", "H", "H", "H", "H", "H", "H", "H", "H", "H", "H", "H", "C", "C", "C", "C", "C", "N", "C", "C", "C", "C", "C", "C", "C", "C", "C", "C", "C", "C", "C", "C", "C", "C", "C", "C", "H", "H", "H", "H", "H", "H", "H", "H", "H", "H", "H", "H", "H", "H", "H", "H", "H", "H", "H", "H", "H", "H"],
  "positions_angstrom": [[0.487116, 4.678997, -0.457213], [0.082133, 3.223911, -0.406111], [0.965133, 2.526053, 0.478723], [0.660069, 1.244413, 0.884008], [0.890557, 1.135861, 2.318094], [0.873827, -0.177664, 2.917907], [1.767086, -0.478398, 3.731509], [-0.192433, -1.230601, 2.654647], [0.190930, -2.282059, 1.605824], [1.545125, -2.989837, 1.826825], [2.620128, -2.619086, 0.789245], [3.974977, -2.150555, 1.342515], [4.603811, -1.023573, 0.502704], [3.847468, 0.313522, 0.580608], [4.037515, 1.037570, 1.914640], [3.191249, 2.297044, 2.120503], [1.842350, 2.161761, 2.865435], [0.296780, 0.377056, 0.096556], [-0.271950, 5.254332, -0.997937], [0.549731, 5.086368, 0.561299], [1.443343, 4.802348, -0.981121], [-0.929815, 3.163996, 0.014245], [0.088313, 2.735701, -1.389953], [-0.330168, -1.761057, 3.610034], [-1.128989, -0.757395, 2.343845], [-0.585030, -3.062549, 1.610439], [0.160989, -1.788374, 0.625325], [1.891282, -2.824663, 2.853906], [1.357565, -4.067454, 1.709179], [2.807600, -3.538121, 0.208335], [2.210704, -1.890454, 0.072625], [3.888607, -1.836437, 2.392260], [4.639585, -3.026464, 1.321836], [5.639366, -0.866664, 0.832816], [4.640759, -1.344780, -0.548504], [4.231951, 0.973969, -0.213553], [2.778992, 0.176956, 0.347107], [3.904615, 0.346011, 2.758559], [5.098754, 1.343149, 1.924158], [3.809120, 2.988771, 2.706296], [2.987764, 2.785153, 1.164221], [1.339744, 3.140093, 2.836149], [2.036242, 1.923939, 3.918817], [-0.756372, 3.445071, -4.502066], [-1.798080, 2.541734, -4.744425], [-2.983157, 2.651080, -4.013091], [-3.111547, 3.633370, -3.027257], [-4.303515, 3.617867, -2.103743], [-3.954271, 3.139581, -0.755673], [-4.683409, 3.802865, 0.343195], [-6.079770, 3.314483, 0.665579], [-6.568352, 3.669756, 1.931125], [-7.797269, 3.194652, 2.380209], [-8.589812, 2.414569, 1.524415], [-8.134465, 2.102902, 0.236310], [-6.885201, 2.570955, -0.210737], [-2.911824, 2.328447, -0.511549], [-2.832500, 1.515170, 0.659239], [-2.180199, 1.800813, 1.853976], [-2.912360, 1.806528, 3.092941], [-2.316912, 2.368934, 4.247764], [-3.084665, 2.610773, 5.376365], [-4.463271, 2.343876, 5.373523], [-5.054081, 1.745322, 4.253790], [-4.291703, 1.460771, 3.132243], [-2.112798, 4.601317, -2.852164], [-0.925147, 4.492125, -3.586238], [0.190733, 3.332332, -5.028256], [-1.691287, 1.741503, -5.482330], [-3.808822, 1.950544, -4.158682], [-4.735485, 4.621101, -1.985897], [-5.084009, 2.960285, -2.514539], [-4.055636, 3.750167, 1.243770], [-4.738172, 4.872042, 0.066104], [-5.951711, 4.324274, 2.556873], [-8.134900, 3.453166, 3.385601], [-9.552993, 2.040108, 1.882208], [-8.756326, 1.489086, -0.423631], [-6.559911, 2.355593, -1.233745], [-2.177351, 2.192819, -1.317563], [-3.406778, 0.581584, 0.616070], [-1.154673, 2.157396, 1.909215], [-1.252301, 2.630536, 4.203877], [-2.599332, 3.020948, 6.260873], [-5.073450, 2.605708, 6.234347], [-6.117932, 1.514659, 4.245410], [-4.759035, 1.033090, 2.243477], [-2.253477, 5.406963, -2.118684], [-0.114406, 5.210622, -3.427452]],
  "forces_ev_per_a": [[0.1, 0.1, 0.0], [0.4, -0.9, 0.3], [-0.5, 1.4, -1.0], [-0.2, -0.9, 2.1], [-0.1, -0.3, -2.2], [1.1, -0.3, 0.5], [-0.6, 0.0, 0.0], [0.0, -0.1, 0.0], [-0.1, -0.2, -0.2], [-0.3, -0.2, -0.2], [0.0, -0.3, -0.2], [0.1, 0.0, -0.1], [-0.2, 0.0, 0.1], [-0.2, 0.0, -0.2], [0.4, -0.2, 0.1], [0.1, 0.4, 0.4], [0.2, 0.0, 0.4], [-0.5, 0.7, -0.5], [0.2, -0.1, 0.1], [0.2, -0.1, -0.3], [-0.1, 0.0, 0.3], [0.0, 0.1, -0.1], [-0.1, 0.2, 0.1], [-0.1, 0.3, -0.2], [0.0, -0.1, 0.1], [0.0, 0.3, 0.0], [0.1, -0.3, 0.2], [0.0, 0.0, -0.2], [0.1, 0.2, 0.3], [0.0, 0.4, -0.1], [0.1, -0.1, 0.3], [-0.1, 0.0, -0.2], [0.1, 0.3, 0.2], [-0.1, 0.0, -0.1], [0.1, 0.0, 0.2], [-0.1, -0.1, 0.1], [0.4, -0.1, 0.1], [-0.1, 0.2, -0.2], [-0.2, -0.1, 0.2], [-0.1, 0.1, 0.0], [0.3, -0.1, 0.1], [0.2, 0.0, 0.1], [0.0, 0.0, -0.2], [-0.3, 0.0, 0.1], [0.0, 0.2, 0.1], [0.2, 0.0, 0.3], [0.0, 0.3, -0.2], [0.2, 0.2, -0.7], [1.7, -1.0, 0.9], [-0.1, 0.2, 0.4], [-0.4, -0.2, -0.1], [0.0, -0.2, -0.2], [-0.1, 0.2, -0.5], [0.3, -0.1, 0.0], [0.1, 0.2, 0.1], [-0.1, 0.0, 0.5], [-0.6, 0.5, -1.8], [0.7, -0.4, 2.0], [-0.5, 0.2, -1.7], [-0.7, -0.8, 1.3], [-0.1, -0.3, -0.7], [-0.3, 0.1, 0.1], [0.4, -0.1, -0.2], [0.2, 0.0, 0.2], [0.6, 0.3, 0.1], [0.2, -0.4, -0.2], [-0.2, 0.0, 0.0], [-0.3, 0.1, 0.1], [0.0, 0.3, 0.3], [0.3, 0.1, 0.0], [0.1, -0.3, 0.0], [0.2, 0.2, 0.2], [-0.2, -0.2, -0.3], [0.1, -0.4, 0.0], [-0.2, -0.4, 0.0], [0.0, -0.1, -0.3], [0.3, 0.1, -0.2], [0.3, 0.3, 0.2], [-0.1, -0.1, 0.5], [-0.6, 0.2, -0.1], [-1.0, 0.8, 0.2], [-0.1, 1.0, -0.1], [-0.4, -0.2, 0.1], [-0.2, 0.0, -0.2], [0.1, -0.1, -0.1], [0.2, 0.1, 0.1], [0.1, 0.2, 0.3], [0.1, -0.4, -0.3], [-0.3, -0.3, -0.1]]
}